Entry from the OMol25 dataset: a 9-piece molecular cluster, C40H70N10 overall in a non-equilibrium geometry (wB97M-V/def2-TZVPD).

Values from the calculation:
- Spin multiplicity: 1
- Charge: 0
- Energy relative to the best compared isomer or geometry (same formula, charge and spin): 2053.8 kJ/mol
- E_LUMO: 0.359 eV

Each line ends with the Mulliken charge.
CARTESIAN COORDINATES (ANGSTROEM)
1 C 3.845 -3.207 1.583  -0.898
2 C 4.307 -1.813 1.156  -0.972
3 C 3.070 -1.155 0.463  0.586
4 C 2.933 -1.350 -0.994  0.231
5 N 2.738 -1.369 -2.168  -0.726
6 H 4.720 -3.711 1.995  0.474
7 H 3.300 -3.717 0.788  0.471
8 H 3.223 -2.991 2.451  0.051
9 H 5.156 -1.767 0.474  0.353
10 H 4.565 -1.202 2.021  0.492
11 H 3.178 -0.075 0.562  0.569
12 H 2.089 -1.456 0.832  0.319
13 C 4.970 1.494 -3.363  -1.545
14 C 4.066 0.780 -2.315  -0.585
15 C 2.698 0.297 -2.900  1.370
16 C 2.030 1.373 -3.585  0.379
17 N 1.475 2.205 -4.192  -0.839
18 H 4.432 2.144 -4.053  0.371
19 H 5.466 0.844 -4.084  0.367
20 H 5.678 2.212 -2.951  0.402
21 H 3.869 1.424 -1.458  0.323
22 H 4.669 -0.022 -1.889  0.268
23 H 1.985 -0.061 -2.158  -0.799
24 H 2.850 -0.606 -3.492  0.942
25 C -4.565 -1.120 -1.338  -0.899
26 C -4.737 0.172 -0.459  -1.355
27 C -3.420 1.020 -0.330  0.099
28 C -2.916 1.447 -1.722  0.363
29 N -2.505 1.747 -2.756  -0.571
30 H -5.454 -1.657 -1.670  0.457
31 H -3.997 -1.816 -0.721  -0.034
32 H -4.072 -0.896 -2.284  0.381
33 H -5.012 -0.164 0.541  0.558
34 H -5.641 0.721 -0.722  0.386
35 H -2.650 0.357 0.065  0.356
36 H -3.489 1.845 0.379  1.234
37 C -3.475 -3.009 1.290  -2.158
38 C -2.102 -2.252 1.379  1.566
39 C -1.758 -1.775 2.791  1.601
40 C -1.644 -2.971 3.692  -0.095
41 N -1.529 -3.932 4.330  -0.736
42 H -4.263 -2.313 1.005  0.374
43 H -3.779 -3.641 2.124  0.461
44 H -3.587 -3.704 0.457  0.340
45 H -2.019 -1.516 0.579  2.002
46 H -1.370 -3.000 1.077  -1.198
47 H -2.494 -1.099 3.227  0.773
48 H -0.825 -1.217 2.880  -1.256
49 C 1.559 -2.540 5.177  -0.629
50 C 0.929 -1.603 6.316  -0.587
51 C -0.105 -0.524 5.843  -0.878
52 C 0.013 -0.095 4.410  0.515
53 N 0.092 0.278 3.303  -0.750
54 H 1.759 -1.898 4.319  -0.062
55 H 0.791 -3.301 5.032  0.212
56 H 2.573 -2.916 5.308  0.456
57 H 1.766 -0.974 6.619  0.305
58 H 0.405 -2.200 7.062  0.329
59 H -0.101 0.396 6.428  0.447
60 H -1.055 -1.050 5.934  0.299
61 C 1.107 5.764 -0.022  -1.625
62 C 0.348 4.553 0.503  0.633
63 C 0.838 4.269 1.889  -0.487
64 C 0.867 5.431 2.829  0.023
65 N 0.831 6.350 3.553  -0.559
66 H 0.629 6.198 -0.901  0.417
67 H 2.134 5.599 -0.348  0.353
68 H 1.172 6.645 0.617  0.422
69 H 0.637 3.712 -0.128  -0.118
70 H -0.714 4.775 0.614  -0.145
71 H 1.798 3.755 1.931  0.460
72 H 0.196 3.503 2.325  0.148
73 C 0.719 -2.213 -3.748  -0.817
74 C 0.032 -0.856 -3.966  0.519
75 C -1.505 -1.029 -3.858  -1.939
76 C -1.886 -1.190 -2.467  0.846
77 N -2.173 -1.330 -1.320  -0.565
78 H 1.758 -1.972 -3.524  0.257
79 H 0.660 -2.891 -4.600  0.465
80 H 0.090 -2.659 -2.978  0.669
81 H 0.264 -0.698 -5.020  0.369
82 H 0.402 -0.042 -3.342  -0.463
83 H -1.984 -1.845 -4.399  0.453
84 H -2.002 -0.102 -4.143  0.408
85 C 0.640 -3.152 0.369  -0.247
86 C 0.029 -3.366 -1.026  2.084
87 C -1.392 -3.557 -0.923  -0.001
88 C -1.769 -4.828 -0.229  -0.151
89 N -2.024 -5.832 0.357  -0.716
90 H 1.715 -3.333 0.364  -0.980
91 H 0.114 -3.801 1.069  0.722
92 H 0.375 -2.170 0.760  -0.075
93 H 0.449 -4.270 -1.467  0.991
94 H 0.100 -2.489 -1.669  -2.612
95 H -1.881 -3.517 -1.896  1.082
96 H -1.733 -2.648 -0.427  -0.490
97 C 0.419 -0.113 1.182  -1.947
98 C -0.615 0.376 0.197  2.033
99 C -0.050 0.713 -1.242  0.378
100 C 0.983 1.718 -1.035  0.026
101 N 1.747 2.585 -0.906  -0.803
102 H 1.072 0.699 1.501  0.822
103 H 1.069 -0.891 0.779  -1.604
104 H -0.011 -0.639 2.035  0.199
105 H -1.148 1.196 0.679  -0.178
106 H -1.265 -0.499 0.191  -1.807
107 H -0.887 1.036 -1.861  0.368
108 H 0.457 -0.127 -1.717  -0.649
109 C -1.514 4.888 -2.885  -1.691
110 C -1.017 4.125 -1.559  1.956
111 C -2.188 3.844 -0.592  -1.593
112 C -1.730 3.184 0.678  0.532
113 N -1.423 2.627 1.649  -0.786
114 H -0.730 5.349 -3.485  0.464
115 H -2.212 5.710 -2.729  0.394
116 H -1.966 4.277 -3.667  0.381
117 H -0.403 4.887 -1.080  -0.436
118 H -0.555 3.169 -1.806  -0.641
119 H -2.952 3.210 -1.042  0.763
120 H -2.555 4.842 -0.352  0.580